[1]
This record from the OMol25 dataset describes a structure of composition C30H45LaN3O7P2 in a non-equilibrium geometry. The level of theory is ωB97M-V/def2-TZVPD.

The geometry in XYZ format:
```
88
Properties=species:S:1:pos:R:3:forces:R:3
La 0.7562 0.3870 0.9559 0.89 2.19 1.07
P 0.9115 -0.6787 -1.6576 0.09 -0.01 -0.33
P -2.0234 0.8430 -0.1920 0.25 -0.43 0.01
O 1.3732 -1.5370 8.2480 -2.08 -0.16 -1.19
O -0.8069 -1.6912 8.4901 1.80 0.11 -1.58
O 3.2856 -1.6531 3.8297 -2.22 0.40 -1.24
O -0.5576 -0.4500 2.6226 0.06 -1.64 1.46
O -2.6479 -2.1520 2.5354 0.25 0.38 2.29
O 2.0653 -1.2739 2.0236 0.41 -1.02 3.09
O -3.7015 -1.8179 4.4385 2.18 -0.12 -1.23
N 2.1850 -1.4362 3.3248 1.79 0.08 -0.81
N -2.6573 -1.8820 3.7571 -2.47 -0.05 -0.37
N 0.2188 -1.6253 7.7801 0.28 -0.03 3.04
C 1.0292 -1.4019 4.1585 -0.62 -0.01 0.42
C -0.7064 3.5612 1.7030 -0.58 0.35 0.19
C 1.6153 2.8985 0.6836 0.24 -0.21 0.85
C -1.2461 -1.7215 5.8196 -0.08 -0.30 -0.68
C 3.6345 1.5758 3.5480 0.44 -0.31 0.37
C 1.9589 -2.1532 -1.8020 0.20 -0.39 -0.31
C 1.4036 3.3405 -0.7235 -0.02 0.38 -0.49
C -2.5756 -0.9028 -4.3414 0.08 0.72 -0.76
C -0.9940 -0.5323 -6.2608 0.61 -0.17 -0.46
C -0.1917 -2.8139 -4.3612 1.12 0.11 -0.66
C -2.6328 1.8390 -1.5868 -0.04 0.17 -0.12
C 2.8019 2.2812 1.2029 -0.85 0.36 0.14
C 2.6002 2.0322 2.5885 -0.89 0.20 -0.55
C 1.2904 2.4638 2.9288 0.26 -0.06 -0.93
C 1.2775 0.4912 -3.0203 -0.14 -0.05 -0.56
C -0.3105 -1.1862 3.6578 0.20 1.22 -1.78
C 0.6744 -1.9272 -4.8847 -0.20 -1.36 -0.01
C 0.7025 2.4401 4.2886 -0.28 -0.07 0.66
C -1.5079 -3.1900 -4.9598 -0.54 -0.46 0.00
C -2.7505 -2.3787 -4.5143 -0.29 -0.38 -0.23
C -3.4626 0.7357 0.9222 -0.05 0.18 0.10
C -0.8282 -1.2662 -1.8348 -0.19 0.00 -0.43
C 0.6739 3.0008 1.7575 0.75 -0.43 -0.09
C -1.9540 -0.8920 -0.8428 -0.13 -0.02 -0.04
C 4.0922 2.0978 0.4906 0.56 -0.13 -0.24
C 0.4213 -1.1521 -6.1387 0.04 0.34 -0.42
C 0.0524 -1.6435 6.3485 0.73 0.41 -0.98
C -1.6628 -0.1471 -4.9803 -1.18 0.12 0.14
C -1.3927 -1.6593 4.4412 0.42 0.05 0.76
C 1.1952 -1.5344 5.5408 -0.62 -0.36 0.27
H -0.8205 -2.3602 -1.9637 0.04 0.44 0.11
H 1.1762 -0.3562 -6.2377 -0.18 -0.24 0.06
H -2.7849 2.8701 -1.2307 0.02 -0.31 -0.18
H 4.3701 0.9155 3.0680 -0.13 0.16 0.17
H -1.4977 0.8907 -4.6746 -0.40 -0.15 -0.05
H 4.1849 2.4343 3.9710 -0.17 -0.29 -0.12
H 2.1994 -1.5366 5.9583 -0.31 -0.08 0.10
H -4.3826 0.7771 0.3239 0.12 -0.10 0.28
H -3.4197 -0.1929 1.5120 -0.03 0.34 -0.26
H 2.3734 0.5846 -3.1060 -0.37 0.02 0.07
H -0.8801 0.3855 -6.8606 -0.22 -0.34 0.11
H 3.1951 1.0245 4.3925 0.15 0.19 -0.14
H -1.4513 -3.2209 -6.0582 0.08 0.08 0.35
H 1.8849 -2.7661 -0.8873 -0.03 0.30 -0.33
H -1.0561 -0.8517 -2.8228 -0.24 -0.29 0.32
H -1.9547 -1.5795 0.0235 -0.04 0.36 -0.19
H -1.6351 -1.2127 -6.8405 0.11 0.29 0.28
H -1.4379 2.8706 2.1583 0.15 0.28 -0.14
H 0.8585 1.4867 -2.7947 0.18 -0.45 0.03
H 4.7991 2.9094 0.7395 -0.20 -0.30 -0.13
H -2.9234 -1.0215 -1.3532 0.27 -0.33 0.09
H 1.1832 3.1765 4.9551 -0.17 -0.22 -0.21
H -0.3719 2.6641 4.2639 0.25 -0.05 0.07
H 0.5685 -1.8109 -7.0141 0.10 0.19 0.31
H -1.6926 -4.2245 -4.6250 -0.05 0.27 -0.38
H -3.3339 -0.4353 -3.7008 0.70 -0.02 0.27
H -3.5877 1.4379 -1.9525 0.21 0.14 0.01
H 3.9577 2.1018 -0.5978 0.11 0.01 0.16
H -3.4336 1.5934 1.6088 -0.15 -0.24 -0.17
H -3.5485 -2.5875 -5.2494 0.11 0.07 0.31
H 1.6890 4.3989 -0.8492 -0.12 -0.31 -0.07
H -1.0303 3.7642 0.6739 0.07 -0.03 0.22
H -0.7799 4.5089 2.2629 0.02 -0.26 -0.20
H 0.1240 -3.4877 -3.5605 0.02 0.43 -0.07
H 1.7002 -1.8628 -4.5097 -0.38 -0.07 0.07
H 0.8279 1.4530 4.7611 -0.06 0.25 0.01
H -1.8978 1.8603 -2.4042 -0.22 -0.01 0.20
H 4.5740 1.1475 0.7697 -0.04 0.28 -0.12
H -2.1085 -1.8067 6.4767 0.18 -0.19 -0.13
H 1.6278 -2.7429 -2.6616 0.35 -0.04 0.33
H 0.8730 0.1603 -3.9908 0.23 0.21 0.53
H 2.0091 2.7580 -1.4357 -0.16 0.23 0.22
H 3.0125 -1.8672 -1.9378 -0.33 -0.04 0.07
H 0.3459 3.2554 -1.0271 0.28 0.04 0.04
H -3.1144 -2.7936 -3.5580 0.08 0.19 -0.27
```
Positions in Å, forces in eV/Å.

Values from the calculation:
E_tot, hartree: -2574.90778
Lowest unoccupied orbital energy (spin up / spin down), eV: -4.705 / -4.706
E_HOMO (spin up / spin down), eV: -10.387 / -10.387
Charge: +1
Energy above the lowest of the compared OMol25 structures with the same formula, charge and spin, eV: 0.344

Here are the Löwdin charges for atoms 1 to 8, given in e: 1.8395, 0.7653, 0.7731, 0.0770, 0.0791, 0.1339, -0.2408, 0.0440


[2]
This record from the OMol25 dataset describes a structure of composition C30H45NO4P2Re in a non-equilibrium geometry. The level of theory is ωB97M-V/def2-TZVPD.

The geometry in XYZ format:
```
83
Properties=species:S:1:pos:R:3:forces:R:3
Re -0.8522 1.8809 -0.9563 -3.92 -2.64 -2.31
P -0.1661 -1.2497 -2.3489 -0.89 -0.87 -0.84
P -2.7753 -0.0219 -0.5756 3.09 -0.36 2.46
O -1.6210 -4.7317 -0.6878 1.11 1.23 0.16
O 4.4210 -6.7408 2.8421 -1.90 -1.08 -1.39
O -0.2588 -2.9373 -0.4096 0.33 1.42 -0.32
O 3.5028 -8.6220 2.1730 -0.27 2.50 -0.20
N 3.5352 -7.3735 2.2138 2.64 -1.89 1.88
C -2.6786 3.8037 -3.7011 0.58 0.48 -0.55
C -2.3651 1.4517 -4.4901 0.44 0.54 -0.63
C -3.3147 2.4269 -1.7015 -1.20 -0.86 0.00
C -3.0311 -1.6010 0.3111 0.42 -0.93 -0.47
C -3.8291 1.1746 -1.9872 -1.78 1.45 -0.77
C 0.0775 -2.5924 -3.5712 0.23 -0.15 0.46
C 0.5105 -5.0689 0.2865 1.16 -0.32 0.80
C 0.5499 0.0971 -3.4340 0.21 0.67 0.92
C 2.0707 0.0238 -0.5855 -0.06 -0.33 -0.42
C -1.9748 -1.0313 -2.2132 -1.72 0.38 -0.39
C -3.8838 0.7980 0.9152 -0.29 0.33 -0.87
C -3.8208 1.1264 -4.6079 0.10 -0.14 -1.14
C 2.5233 -6.6229 1.5412 -1.89 1.46 -1.09
C -4.5584 0.8932 -3.3102 -0.58 -0.57 1.45
C -1.2668 2.7917 2.1745 -0.32 -0.11 0.28
C 2.5656 -5.2143 1.6162 0.02 -0.57 -0.15
C 2.2550 3.0950 -1.4686 0.32 -0.07 -0.32
C -0.3968 2.3268 1.0578 -0.13 -0.03 0.96
C 1.4698 -7.2570 0.8397 0.76 0.52 0.37
C 1.5832 -4.4595 0.9775 -0.24 -0.49 -0.09
C -0.1773 -0.2563 1.5574 -0.08 -0.38 0.11
C 0.2563 3.2297 0.1515 0.72 0.90 0.32
C 1.1887 2.4691 -0.6191 1.40 0.66 0.03
C -3.6546 3.5983 -2.5436 -0.18 0.55 -0.70
C 0.0853 0.9986 0.7852 0.78 -0.27 1.23
C 1.0763 1.1013 -0.2380 1.41 -0.01 0.80
C -1.8228 2.5901 -4.0045 -0.02 0.23 -0.71
C -0.5624 -4.1902 -0.3230 -1.12 -1.79 -0.74
C 0.4788 -6.4805 0.2268 -0.08 0.25 0.13
C 0.1190 4.7124 0.1058 0.02 0.68 0.11
H 0.9564 -2.3381 -4.1851 -0.37 -0.16 0.20
H 0.2786 -3.5110 -3.0135 -0.21 -0.01 -0.31
H -3.6760 4.5120 -1.9388 -0.08 -0.31 0.08
H -4.3899 1.8540 -5.2126 0.48 0.04 0.21
H -4.6420 3.4866 -3.0050 -0.01 -0.18 0.51
H 2.0714 4.1640 -1.6157 -0.03 -0.31 -0.08
H -4.3992 0.4614 -1.3054 0.76 0.84 -0.17
H 1.4636 -8.3436 0.7903 -0.10 0.26 0.00
H -3.3161 1.5365 1.4774 -0.06 -0.08 -0.42
H -2.8192 2.7016 -0.7454 -0.33 -0.34 0.45
H -0.6984 2.9135 3.0985 0.25 -0.04 -0.12
H 2.6292 0.2494 -1.5034 -0.29 -0.02 0.18
H 0.3863 5.1066 -0.8838 -0.14 -0.11 0.30
H 0.6113 -0.4392 2.3065 -0.02 0.29 -0.34
H -2.6099 -2.4260 -0.2747 -0.22 0.00 0.54
H -0.8197 -2.6841 -4.1977 0.26 -0.08 0.15
H -4.1156 -1.7541 0.5062 0.76 0.09 -0.12
H 1.6313 -0.1418 -3.5139 -0.66 0.18 -0.11
H 0.4769 1.1380 -3.0116 0.06 -0.77 -0.37
H 1.6281 -3.3744 1.0331 -0.02 -0.23 -0.02
H -0.7575 2.8286 -4.1259 -0.27 -0.53 -0.04
H -1.1051 -0.2152 2.1353 0.07 0.13 -0.20
H -0.1946 -1.1398 0.8962 -0.03 0.23 0.24
H -2.3811 -0.5755 -3.1309 0.46 -0.19 0.07
H -2.0723 2.1029 2.4100 0.22 0.02 0.11
H 2.8425 -0.0825 0.1936 -0.44 0.27 0.06
H 2.3308 2.6111 -2.4471 0.07 0.12 0.07
H -4.8871 -0.1643 -3.2837 0.05 0.58 0.13
H 3.3757 -4.7374 2.1679 -0.27 -0.19 -0.18
H -2.3948 -2.0473 -2.1386 0.28 0.25 -0.09
H 1.5824 -0.9610 -0.6823 0.32 0.27 0.17
H -2.0398 4.6841 -3.5134 -0.18 -0.47 -0.05
H -0.3411 -6.9923 -0.2825 0.25 0.31 0.13
H 0.0654 0.0771 -4.4225 0.24 -0.09 0.40
H 0.7900 5.1928 0.8399 -0.26 -0.21 -0.22
H -0.9047 5.0379 0.3314 0.26 -0.06 -0.03
H -3.2515 4.0403 -4.6198 0.29 -0.02 0.44
H 3.2519 3.0236 -0.9918 -0.54 -0.15 -0.06
H -1.7022 3.7639 1.9560 -0.08 0.02 -0.05
H -4.8132 1.2925 0.6007 0.13 -0.15 0.04
H -4.1390 -0.0036 1.6179 0.07 0.19 -0.37
H -2.4731 -1.5209 1.2557 -0.45 -0.12 -0.17
H -3.8847 0.1852 -5.1781 -0.03 0.44 0.10
H -5.4802 1.5012 -3.2666 0.27 -0.25 -0.01
H -1.7825 0.7260 -5.0528 0.49 0.16 0.56
```
Positions in Å, forces in eV/Å.

Values from the calculation:
E_tot, hartree: -2285.79314
Lowest unoccupied orbital energy (spin up / spin down), eV: -8.222 / -8.486
E_HOMO (spin up / spin down), eV: -13.320 / -13.309
Charge: +2
Expectation value of S²: 3.77
Spin multiplicity: 4

Here are the Löwdin charges for atoms 1 to 8, given in e: 1.3083, 1.0021, 0.8949, 0.0500, 0.0588, -0.1523, 0.0816, -0.3125


- The lowest charge belongs to which entry?
  C30H45LaN3O7P2


- What is the E_tot in the second record?
  -2285.79314 hartree


- What is the formula in the first record?
  C30H45LaN3O7P2


- Look up the charge of the first one.
  +1